{"formula": "C28H80NO12S", "method": "wB97M-V/def2-TZVPD", "total_charge": 1, "total_energy_ha": -2470.26928, "gap_ev": 7.2046, "homo_energy_ev": -11.60, "molar_mass_g_mol": 655.01, "elements": ["S", "O", "O", "O", "O", "O", "O", "O", "O", "O", "O", "O", "O", "N", "C", "C", "C", "C", "C", "C", "C", "C", "C", "C", "C", "C", "C", "C", "C", "C", "C", "C", "C", "C", "C", "C", "C", "C", "C", "C", "C", "C", "H", "H", "H", "H", "H", "H", "H", "H", "H", "H", "H", "H", "H", "H", "H", "H", "H", "H", "H", "H", "H", "H", "H", "H", "H", "H", "H", "H", "H", "H", "H", "H", "H", "H", "H", "H", "H", "H", "H", "H", "H", "H", "H", "H", "H", "H", "H", "H", "H", "H", "H", "H", "H", "H", "H", "H", "H", "H", "H", "H", "H", "H", "H", "H", "H", "H", "H", "H", "H", "H", "H", "H", "H", "H", "H", "H", "H", "H", "H", "H"], "positions_angstrom": [[5.06937, 2.59850, 0.48929], [0.55947, -4.91354, -1.10801], [9.53182, -3.75010, -0.70981], [-0.79200, 0.54932, -2.58425], [-2.75932, 4.36990, -0.70123], [-9.03202, -1.23111, -2.72550], [5.56452, -0.14532, 3.50311], [-0.29334, 2.02829, 4.83228], [-6.02206, -1.80343, -0.84692], [-1.74727, 2.28415, 2.33197], [-5.99031, 1.95198, -1.05717], [3.36714, -1.93237, -0.24255], [8.41845, 1.52445, 1.15578], [2.72202, 2.40811, -1.85006], [3.95053, 1.34581, -0.24863], [8.56791, 0.16766, 1.58059], [4.32330, 0.76226, -1.62416], [-3.66964, 4.27746, -1.80373], [-7.33812, 2.41341, -1.17458], [-10.11830, -0.64136, -0.62382], [8.70751, -3.84138, -1.86526], [2.73377, 2.12290, -0.59726], [-5.60719, -1.21652, -2.08005], [-3.06964, 2.41531, 2.89230], [-4.09433, 2.71948, 1.82642], [1.81600, -1.67427, 1.61218], [9.33021, -4.68085, -2.96335], [0.66611, -7.25193, -1.82510], [0.62968, 3.09472, 4.95644], [-3.11424, 3.44568, -2.94048], [3.40985, 0.90268, 3.92376], [-8.06383, 2.41491, 0.15456], [0.78584, -6.26048, -0.68632], [3.91813, 1.89214, -2.55540], [8.16744, -0.81903, 0.50292], [-1.28129, -0.46048, -1.69902], [4.59639, 0.16135, 4.50733], [2.05958, -2.28053, 0.24531], [-1.45671, 0.06135, -0.28965], [-5.34517, -2.24051, -3.16494], [-0.04495, 4.43693, 5.17703], [-10.20059, -1.41250, -1.92599], [5.05915, 0.73891, 5.31221], [-0.50356, 0.41917, 0.11523], [3.67682, -0.10958, -1.73980], [-10.35994, -2.47771, -1.72969], [5.35852, 0.43912, -1.67578], [-4.52694, -2.90690, -2.87932], [0.09812, -6.52154, 0.12417], [-9.26561, -0.98697, -0.03318], [3.70190, 1.62476, -3.58472], [7.49899, 1.65009, 0.90189], [8.31815, -1.84828, 0.82689], [-1.95730, 4.80012, -1.01288], [-0.68891, 4.68948, 4.33034], [-7.26895, 3.42637, -1.57149], [-3.87143, 3.66887, 1.33862], [-3.83865, 3.36666, -3.75163], [1.94186, 2.42070, 0.07922], [-9.08262, 2.78625, 0.03414], [1.94416, -0.59184, 1.55171], [2.53907, -2.05656, 2.33604], [4.01119, -2.29761, 0.37462], [0.81323, -1.88196, 1.98533], [2.65001, 1.11651, 4.67480], [5.64506, 3.06505, -0.62563], [0.04515, 0.84210, -2.21489], [-11.02059, -0.77009, -0.02469], [8.46913, -2.83899, -2.24278], [-2.23114, -0.78664, -2.12085], [8.66097, -4.75930, -3.82117], [7.10858, -0.69530, 0.24675], [-11.03100, -1.05991, -2.53629], [-6.02721, 1.04543, -0.73109], [4.65900, 2.69389, -2.55814], [-0.33062, -4.86679, -1.47148], [10.36838, -3.34962, -0.96790], [-4.56136, 3.80577, -1.39777], [3.73375, 1.85568, 3.48976], [1.35894, -1.88872, -0.49348], [7.99019, -0.01594, 2.49174], [5.89572, 0.69190, 3.16005], [-6.42646, -0.55693, -2.36896], [-2.86698, 2.44190, -2.59582], [-3.07070, 3.19331, 3.66158], [1.36680, -7.00400, -2.62239], [-5.32975, -2.39362, -0.53330], [-0.66696, 4.40177, 6.07148], [-7.54757, 3.05159, 0.87439], [-2.15779, 0.89540, -0.25899], [-3.25496, 1.46130, 3.38345], [-5.07635, -1.75190, -4.10159], [-2.20178, 3.89322, -3.34630], [4.28796, -0.79755, 4.92080], [1.26472, 2.84797, 5.80876], [-0.60074, -1.31958, -1.71758], [1.27489, 3.13931, 4.06570], [3.79894, 0.61816, 0.54617], [9.54649, -5.68406, -2.59679], [7.77782, -4.29361, -1.51933], [-1.81889, -0.72236, 0.37680], [-7.87814, 1.80255, -1.90612], [-4.72319, -0.58770, -1.91997], [-1.55140, 3.10883, 1.87261], [-8.28457, -1.56049, -2.21570], [-8.11844, 1.40629, 0.56926], [-9.98234, 0.42122, -0.82707], [2.95623, 0.30478, 3.13865], [9.62109, 0.05908, 1.83400], [-0.34298, -7.24256, -2.24350], [1.93662, -3.36270, 0.25877], [0.68857, 5.23628, 5.29411], [0.87517, -8.26461, -1.47941], [-5.09383, 2.77537, 2.25910], [10.26682, -4.23628, -3.30731], [-6.23160, -2.85187, -3.33598], [-3.93477, 5.28085, -2.15100], [1.79615, -6.26650, -0.27747], [8.75675, -0.65620, -0.40070], [1.99883, 2.94713, -2.31040], [-0.82121, 2.18857, 4.04376], [-4.09560, 1.94647, 1.05738]], "forces_ev_per_a": [[0.039, 0.000, 0.302], [-0.085, -0.019, 0.018], [-0.008, 0.040, -0.032], [0.049, 0.016, 0.019], [0.231, -0.019, 0.015], [0.006, 0.020, 0.075], [-0.083, 0.073, -0.140], [0.226, 0.037, 0.322], [-0.080, 0.093, -0.007], [0.079, 0.180, 0.141], [-0.071, -0.076, 0.041], [-0.085, 0.135, 0.091], [-0.038, -0.028, 0.005], [-0.145, -0.105, 0.003], [0.075, -0.004, 0.011], [-0.011, -0.003, 0.010], [-0.007, -0.061, 0.635], [-0.068, -0.009, -0.006], [-0.002, -0.038, -0.023], [0.071, 0.034, -0.040], [0.009, 0.008, 0.002], [-0.026, -0.084, -0.120], [0.050, 0.024, -0.050], [0.023, -0.030, -0.058], [-0.027, -0.070, -0.027], [0.057, 0.039, -0.159], [0.044, -0.022, 0.048], [0.005, 0.059, -0.045], [-0.034, -0.012, -0.051], [0.082, -0.031, 0.078], [0.110, 0.092, 0.028], [0.060, 0.040, 0.063], [0.019, -0.002, 0.001], [0.232, -0.028, -0.099], [-0.003, 0.075, -0.056], [0.042, -0.073, -0.010], [0.003, 0.024, -0.041], [0.114, -0.019, 0.073], [-0.026, 0.044, -0.022], [-0.031, -0.088, 0.088], [-0.080, -0.047, 0.006], [0.041, -0.027, -0.018], [-0.013, -0.016, 0.021], [0.006, -0.046, 0.038], [0.118, -0.070, -0.223], [-0.025, 0.002, -0.017], [0.052, 0.132, -0.143], [0.021, 0.010, -0.021], [0.013, 0.001, 0.014], [-0.019, -0.006, 0.024], [-0.187, -0.110, 0.053], [-0.018, -0.025, 0.014], [0.006, -0.008, -0.007], [-0.066, 0.083, -0.056], [0.011, 0.009, -0.004], [0.008, -0.005, -0.031], [-0.046, -0.002, 0.001], [-0.008, 0.011, 0.005], [0.028, 0.145, -0.008], [-0.009, -0.012, 0.006], [-0.105, 0.037, 0.074], [-0.029, -0.003, 0.029], [0.039, -0.042, -0.062], [-0.006, -0.024, -0.032], [0.001, -0.019, 0.007], [-0.087, -0.013, -0.142], [0.035, 0.023, -0.033], [-0.010, -0.018, -0.019], [-0.021, -0.001, 0.006], [-0.020, 0.031, -0.017], [-0.009, 0.008, -0.001], [-0.015, -0.021, 0.030], [-0.005, 0.001, 0.001], [0.029, 0.018, 0.033], [-0.029, 0.057, -0.133], [0.020, -0.005, -0.033], [0.019, -0.043, 0.025], [-0.010, -0.009, 0.006], [-0.009, 0.026, 0.064], [-0.002, -0.023, 0.002], [0.034, -0.005, 0.015], [0.109, -0.024, 0.058], [0.067, 0.054, -0.070], [-0.020, -0.030, -0.007], [0.032, -0.020, 0.036], [0.006, -0.011, 0.005], [-0.032, -0.035, -0.013], [0.008, 0.011, 0.000], [0.000, 0.009, -0.018], [0.000, -0.001, -0.013], [-0.060, -0.002, 0.002], [0.007, 0.018, 0.003], [-0.017, 0.036, -0.037], [-0.004, -0.002, 0.010], [0.024, 0.026, -0.016], [-0.069, -0.036, 0.020], [0.030, 0.040, 0.059], [-0.093, -0.143, -0.143], [-0.008, -0.003, -0.008], [-0.015, 0.003, -0.015], [0.007, -0.003, 0.030], [-0.011, 0.023, -0.011], [-0.013, 0.021, -0.030], [-0.119, -0.013, -0.093], [0.011, -0.079, 0.053], [-0.018, -0.009, -0.009], [-0.032, 0.007, 0.016], [-0.085, -0.050, -0.039], [0.008, -0.016, -0.013], [-0.005, -0.020, 0.011], [-0.021, -0.005, -0.052], [0.018, -0.014, -0.002], [-0.003, -0.003, 0.011], [-0.005, 0.001, 0.014], [-0.010, 0.007, -0.016], [-0.005, 0.017, -0.025], [-0.004, 0.004, 0.019], [0.001, -0.016, 0.012], [0.003, -0.012, -0.001], [0.021, 0.148, 0.081], [-0.119, -0.092, -0.375], [-0.033, 0.010, 0.007]]}